No. 1
48
Properties=species:S:1:pos:R:3:forces:R:3 method="wB97M-V/def2-TZVPD" max_force_ev_per_a=2.08 orbital_gap_ev=7.299 total_energy_ev=-131042.2806 e_homo_ev=-9.3
O -1.608191 -0.227042 2.338411 -0.115 -0.691 -0.458
C -1.758542 -1.302365 1.857302 -0.291 0.727 0.220
Br -1.627844 -2.875681 3.066048 -0.064 0.220 -0.465
C -2.082124 -1.616301 0.396338 0.674 -0.819 0.148
C -1.129252 -0.978870 -0.619364 0.060 0.123 -0.269
C -0.287907 0.161268 -0.341257 -0.127 0.124 0.329
C 0.571949 0.697973 -1.253979 0.517 0.077 -0.603
C 1.453409 1.903820 -0.993543 -0.208 0.258 -0.149
S 2.878969 1.537755 0.056005 0.830 -0.791 0.457
O 3.918691 0.857957 -0.665524 -0.268 0.263 -0.556
O 2.459100 0.901997 1.280858 -0.897 0.656 -0.462
C 0.638274 0.112799 -2.566544 -0.426 -0.351 0.602
N 1.411855 0.474000 -3.603993 -0.862 -1.096 -0.120
S 1.015399 -0.584393 -4.775611 -0.100 0.037 -0.186
N -0.137876 -1.508883 -4.087617 1.397 1.486 0.413
C -0.221344 -1.005216 -2.834219 -0.756 -0.812 -0.380
C -1.108981 -1.555801 -1.864977 0.431 0.467 0.954
H -1.981495 -2.707470 0.271758 -0.130 0.436 0.090
H -3.134611 -1.400081 0.146628 0.402 0.273 0.405
H -0.317616 0.640776 0.639566 -0.098 -0.319 -0.240
H 0.881631 2.714153 -0.512383 0.329 -0.264 0.008
H 1.861050 2.261985 -1.954814 -0.051 -0.063 0.464
H 3.408832 2.767693 0.376350 -0.608 -0.163 -0.211
H -1.747254 -2.419457 -2.051627 0.364 0.309 -0.327
C -6.183917 -0.953795 -2.410253 -0.088 -0.019 -0.020
C -7.173051 -0.136400 -2.762203 0.036 -0.109 0.036
C -6.917030 1.291747 -3.072745 -0.090 0.065 -0.032
O -7.816595 2.037240 -3.391328 0.025 -0.017 0.007
C -5.516286 1.771652 -2.977082 0.124 -0.004 0.023
C -4.528230 0.953142 -2.624988 0.009 0.096 -0.019
C -4.785928 -0.472411 -2.315282 0.001 -0.039 -0.038
O -3.880957 -1.218267 -1.995777 -0.373 0.072 -0.046
H -6.350492 -1.998360 -2.179291 0.043 -0.003 0.003
H -8.200281 -0.469450 -2.837770 -0.010 0.046 -0.010
H -5.348496 2.815877 -3.207911 -0.048 0.003 -0.008
H -3.499842 1.284771 -2.548955 0.013 -0.049 0.011
C 4.519909 0.219426 3.265016 -0.063 0.027 -0.062
C 5.515020 -0.528330 2.790378 -0.057 0.058 0.043
C 6.641692 -0.951445 3.654759 0.042 -0.069 -0.120
O 7.549958 -1.631035 3.223503 0.000 0.016 0.052
C 6.619504 -0.511609 5.071901 -0.027 0.050 0.101
C 5.627143 0.235321 5.548259 0.082 -0.036 0.062
C 4.499110 0.658606 4.681564 -0.030 -0.006 -0.022
O 3.594033 1.338831 5.118269 0.056 0.007 0.018
H 3.686005 0.537700 2.640066 0.350 -0.167 0.406
H 5.547203 -0.858899 1.759187 0.018 -0.001 0.001
H 7.450666 -0.831124 5.687951 0.018 -0.023 -0.040
H 5.594743 0.566197 6.578919 -0.037 0.015 -0.010

No. 2
27
Properties=species:S:1:pos:R:3:forces:R:3 method="wB97M-V/def2-TZVPD" e_above_lowest_kcal_mol=52.7 max_force_ev_per_a=5.57 orbital_gap_ev=6.043 total_energy_ev=-16753.3817 e_homo_ev=-6.8
C 0.531158 -2.820993 3.196940 1.301 -0.692 1.492
C 1.190638 -2.632131 1.998356 -1.822 1.808 0.403
C -0.397376 -1.837216 3.630755 0.714 -2.190 -1.395
C 0.881402 -1.533879 1.208823 -0.940 0.434 0.160
C -0.775196 -0.834205 2.782642 -0.825 1.868 1.471
C -0.051475 -0.562736 1.616612 -0.178 -1.000 -0.611
C -2.073761 2.057444 -0.367724 -0.482 1.466 0.855
C -1.858648 1.831377 -1.685607 2.217 -1.169 -0.382
C -1.457405 1.482554 0.710644 1.557 -1.650 1.198
C -0.881458 1.322243 -2.536538 1.398 -0.655 -0.562
C 2.657990 1.063111 -3.245352 -0.565 -1.036 -2.126
C 1.361951 0.658200 -3.247609 3.165 -0.097 -0.743
C -0.521953 0.547860 0.900337 0.405 1.267 -1.363
C 0.495730 0.988697 -2.152089 -4.584 -1.104 2.962
O 0.793129 0.826048 -0.874239 -0.062 0.577 -2.300
H 0.878405 -3.729570 3.834009 -1.101 1.801 -0.965
H 1.872030 -3.284106 1.588711 1.364 -1.707 -0.542
H -0.980071 -2.108629 4.460239 -0.630 0.233 1.262
H 1.105346 -1.553228 0.176561 1.019 0.414 -0.818
H -1.581171 -0.112657 3.112355 0.913 -1.045 -0.448
H -2.866093 2.763275 -0.091787 0.118 -0.494 -0.319
H -2.670176 2.082076 -2.219522 -2.931 1.273 -2.036
H -1.853323 1.698865 1.698176 -0.262 0.060 0.318
H -1.213952 1.196637 -3.631417 0.929 0.395 1.785
H 3.179914 0.773553 -4.207798 -0.099 0.571 1.459
H 3.194750 1.665980 -2.507744 -0.514 -0.330 -0.125
H 1.039614 0.051432 -4.147734 -0.104 1.003 1.368

No. 3
18
Properties=species:S:1:pos:R:3:forces:R:3 method="wB97M-V/def2-TZVPD" e_above_lowest_kcal_mol=70.9 max_force_ev_per_a=4.63 orbital_gap_ev=9.153 total_energy_ev=-8898.6224 e_homo_ev=-8.1
C -2.600175 1.161381 -0.990660 1.870 -3.440 2.474
N -1.556683 0.449108 -0.107791 -1.313 -1.247 0.450
C -0.667242 -0.565996 -0.701454 0.833 2.037 -0.605
C 0.161867 -1.456903 0.161132 -0.863 -1.873 2.805
C 0.853046 -0.577091 1.206333 3.519 -0.409 -0.536
C 1.917484 0.521124 0.804465 -1.858 -2.198 -3.298
O 2.465583 0.371366 -0.273233 0.390 0.642 1.177
H -3.310914 1.549119 -0.332810 -1.123 0.924 0.964
H -3.121627 0.453561 -1.626461 0.280 -0.248 -0.101
H -2.107844 1.875399 -1.518042 1.026 2.307 -1.929
H -1.145866 0.903455 0.717721 -0.816 0.171 -1.151
H -1.182968 -1.246975 -1.339138 -0.667 0.193 -1.073
H 0.121463 0.063069 -1.165867 -0.329 -0.870 -1.106
H 0.817567 -2.134803 -0.403312 0.036 0.791 -0.194
H -0.496447 -2.285503 0.767526 1.228 2.160 -1.129
H 0.108874 -0.099119 1.706797 -1.984 1.243 2.105
H 1.484845 -1.138051 1.899569 -0.480 -0.399 0.394
H 2.015156 1.450072 1.355521 0.250 0.217 0.754

What did the second record say?
27
Properties=species:S:1:pos:R:3:forces:R:3 method="wB97M-V/def2-TZVPD" e_above_lowest_kcal_mol=52.7 max_force_ev_per_a=5.57 orbital_gap_ev=6.043 total_energy_ev=-16753.3817 e_homo_ev=-6.8
C 0.531158 -2.820993 3.196940 1.301 -0.692 1.492
C 1.190638 -2.632131 1.998356 -1.822 1.808 0.403
C -0.397376 -1.837216 3.630755 0.714 -2.190 -1.395
C 0.881402 -1.533879 1.208823 -0.940 0.434 0.160
C -0.775196 -0.834205 2.782642 -0.825 1.868 1.471
C -0.051475 -0.562736 1.616612 -0.178 -1.000 -0.611
C -2.073761 2.057444 -0.367724 -0.482 1.466 0.855
C -1.858648 1.831377 -1.685607 2.217 -1.169 -0.382
C -1.457405 1.482554 0.710644 1.557 -1.650 1.198
C -0.881458 1.322243 -2.536538 1.398 -0.655 -0.562
C 2.657990 1.063111 -3.245352 -0.565 -1.036 -2.126
C 1.361951 0.658200 -3.247609 3.165 -0.097 -0.743
C -0.521953 0.547860 0.900337 0.405 1.267 -1.363
C 0.495730 0.988697 -2.152089 -4.584 -1.104 2.962
O 0.793129 0.826048 -0.874239 -0.062 0.577 -2.300
H 0.878405 -3.729570 3.834009 -1.101 1.801 -0.965
H 1.872030 -3.284106 1.588711 1.364 -1.707 -0.542
H -0.980071 -2.108629 4.460239 -0.630 0.233 1.262
H 1.105346 -1.553228 0.176561 1.019 0.414 -0.818
H -1.581171 -0.112657 3.112355 0.913 -1.045 -0.448
H -2.866093 2.763275 -0.091787 0.118 -0.494 -0.319
H -2.670176 2.082076 -2.219522 -2.931 1.273 -2.036
H -1.853323 1.698865 1.698176 -0.262 0.060 0.318
H -1.213952 1.196637 -3.631417 0.929 0.395 1.785
H 3.179914 0.773553 -4.207798 -0.099 0.571 1.459
H 3.194750 1.665980 -2.507744 -0.514 -0.330 -0.125
H 1.039614 0.051432 -4.147734 -0.104 1.003 1.368